Entry 1:
# C21H17BrGaN3O2

A structure of composition C21H17BrGaN3O2 (ωB97M-V/def2-TZVPD, the Open Molecules 2025 dataset).

## Properties
Kohn-Sham gap (alpha / beta), eV: 7.09 / 7.91
ΔE to the lowest compared entry with this formula, charge and spin, kJ/mol: 153.72
Electronic energy, eV: -153029.103
Max |F|, eV/A: 0.53

```
! RIJCOSX wB97M-V def2-TZVPD def2/J DEFGRID3
* xyz 1 2
Ga -0.1004 -1.0201 0.9321
C 3.8899 -0.0172 -0.7476
C 4.3403 -1.2816 -1.1023
C 3.5307 -2.3774 -0.8798
C 2.2737 -2.2008 -0.3089
N 1.8498 -0.9700 0.0255
C 2.6376 0.0908 -0.1857
C 1.3331 -3.3087 -0.0215
C 1.6699 -4.6346 -0.2856
C 0.7785 -5.6498 0.0155
C -0.4443 -5.3484 0.5933
C -0.7811 -4.0277 0.8595
C 0.0923 -2.9963 0.5447
H 4.4960 0.8645 -0.8979
H 5.3186 -1.4121 -1.5462
H 3.8719 -3.3646 -1.1483
H 2.2281 1.0369 0.1256
H 2.6248 -4.8934 -0.7220
H 1.0441 -6.6777 -0.1931
H -1.1367 -6.1431 0.8399
H -1.7308 -3.8120 1.3217
O -5.4912 2.2060 -0.7164
C -4.4250 1.4090 -0.5510
C -3.1506 1.7179 -1.0193
C -2.1351 0.8171 -0.7889
N -2.2887 -0.3457 -0.1396
C -3.5258 -0.6179 0.2748
Br -3.8116 -2.3140 1.0523
C -4.6214 0.2024 0.1085
H -5.2523 3.0056 -1.1999
H -2.9567 2.6376 -1.5564
H -1.1354 1.0237 -1.1402
H -5.6018 -0.0820 0.4591
O 0.1581 1.4392 0.7931
N 0.3559 2.7295 0.7241
C 0.2755 3.4696 1.8497
C 0.4737 4.8316 1.8082
C 0.7590 5.4540 0.6022
C 0.8394 4.6763 -0.5408
C 0.6349 3.3149 -0.4593
H 0.0462 2.9051 2.7396
H 0.4016 5.3932 2.7285
H 0.9175 6.5220 0.5558
H 1.0627 5.1111 -1.5046
H 0.6853 2.6376 -1.2984
*
```



Entry 2:
# C21H17Cl2N3O2SSeTeTi

A structure of composition C21H17Cl2N3O2SSeTeTi in a non-equilibrium geometry (ωB97M-V/def2-TZVPD, the Open Molecules 2025 dataset).

## Properties
Kohn-Sham gap (alpha / beta), eV: 6.16 / 5.74
ΔE to the lowest compared entry with this formula, charge and spin, kJ/mol: 108.84
Electronic energy, eV: -162257.860
Max |F|, eV/A: 2.46

```
! RIJCOSX wB97M-V def2-TZVPD def2/J DEFGRID3
* xyz -1 2
Ti -0.1878 -0.0815 -2.2174
O -0.2698 2.4314 5.6711
C -1.1579 2.1260 4.6844
O -2.3305 2.2353 4.9073
C -0.5868 1.6672 3.3802
C -1.4618 1.1802 2.4128
C -0.9945 0.7560 1.1845
C 0.3650 0.7978 0.8739
C 1.2369 1.3315 1.8260
C 0.7644 1.7397 3.0643
N 0.8036 0.3358 -0.3871
C 2.1105 0.0269 -0.5093
C 2.6965 -0.2131 -1.7739
C 4.0797 -0.4363 -1.9348
C 4.5928 -0.6065 -3.1904
C 3.7294 -0.5582 -4.2964
C 2.3899 -0.3405 -4.0786
N 1.8694 -0.1650 -2.8560
H 0.6265 2.2587 5.3619
H -2.5180 1.1208 2.6430
H -1.6905 0.3600 0.4553
H 2.2853 1.4645 1.6020
H 1.4945 2.1435 3.7595
H 2.7479 -0.0300 0.3632
H 4.7142 -0.4528 -1.0579
H 5.6543 -0.7718 -3.3286
H 4.0946 -0.6841 -5.3056
H 1.6739 -0.2838 -4.8874
Cl -1.4082 2.4278 -1.5315
C -0.3325 3.4815 -2.4852
Cl 1.3544 2.9740 -2.3078
H -0.4316 4.4955 -2.1196
H -0.6124 3.3472 -3.5237
Se -0.8742 0.6049 -4.3339
Te -2.8653 -0.8841 -1.9481
C -3.0233 -1.7133 0.0078
C -4.1726 -1.4882 0.7689
C -4.2582 -1.9298 2.0855
C -3.1969 -2.6127 2.6660
C -2.0609 -2.8718 1.9086
C -1.9768 -2.4326 0.5928
H -5.0027 -0.9446 0.3313
H -5.1529 -1.7277 2.6631
H -3.2545 -2.9363 3.6979
H -1.2270 -3.4088 2.3453
H -1.0855 -2.6441 0.0175
S 1.8151 -4.1349 -1.2881
C 0.8645 -2.9166 -1.7793
N 0.1700 -2.0378 -2.1335
*
```



Entry 3:
# C21H17Cl5F5N2O4PSV

A structure of composition C21H17Cl5F5N2O4PSV in a non-equilibrium geometry (ωB97M-V/def2-TZVPD, the Open Molecules 2025 dataset).

## Properties
Kohn-Sham gap (alpha / beta), eV: 7.52 / 7.96
ΔE to the lowest compared entry with this formula, charge and spin, kJ/mol: 114.67
Electronic energy, eV: -155229.669
Max |F|, eV/A: 2.84

```
! RIJCOSX wB97M-V def2-TZVPD def2/J DEFGRID3
* xyz 1 3
V -0.0125 0.1932 0.1308
Cl 2.4076 1.2622 -0.4476
C 2.3551 1.0150 1.3299
C 1.1258 0.6179 1.7957
C 1.0122 0.4955 3.1675
Cl -0.5150 -0.0229 3.8356
C 2.0856 0.7504 4.0166
Cl 1.9042 0.6264 5.7208
C 3.3289 1.1122 3.4783
Cl 4.6708 1.3887 4.5058
C 3.4757 1.2524 2.1027
Cl 4.9630 1.6986 1.3798
F -6.0986 -3.5263 0.5906
C -4.9733 -2.8408 0.4205
C -4.6573 -1.8057 1.2768
F -5.4757 -1.4901 2.2759
C -3.4884 -1.0888 1.0937
F -3.2360 -0.0708 1.9258
C -2.6385 -1.3966 0.0582
O -1.4774 -0.6951 -0.1674
C -2.9578 -2.4275 -0.7966
F -2.1493 -2.7498 -1.8106
C -4.1215 -3.1532 -0.6197
F -4.4205 -4.1478 -1.4506
C -0.5414 4.3479 -1.7185
O -0.4206 2.9639 -1.3011
P -0.8001 2.4963 0.1688
O -0.0255 3.5315 1.0657
C -0.2627 3.6157 2.4950
O -2.2987 2.9243 0.3978
C -3.3960 2.2312 -0.2455
H -1.5191 4.7369 -1.4413
H -0.4267 4.3576 -2.7961
H 0.2425 4.9340 -1.2473
H -0.8457 4.5127 2.6805
H 0.7072 3.6803 2.9779
H -0.8001 2.7410 2.8643
H -3.8510 1.5534 0.4658
H -3.0555 1.6894 -1.1269
H -4.1114 2.9899 -0.5440
C 4.2620 -3.9058 -2.4221
C 3.1091 -3.0192 -2.0781
C 2.5246 -2.1325 -2.9261
C 1.5008 -1.3163 -2.4257
N 1.0807 -1.3868 -1.1723
C 1.6202 -2.3187 -0.3057
S 1.0641 -2.5015 1.2366
N 2.6331 -3.0918 -0.8152
C 0.8512 -0.3020 -3.3139
H 4.3455 -4.0216 -3.4991
H 4.1515 -4.8889 -1.9646
H 5.1854 -3.4585 -2.0495
H 2.8557 -2.0535 -3.9506
H 3.0296 -3.7614 -0.1666
H 1.5806 0.4527 -3.6160
H 0.0160 0.1867 -2.8168
H 0.4879 -0.7839 -4.2220
*
```



Entry 4:
# C21H17ClIrN5O4Se

A structure of composition C21H17ClIrN5O4Se in a non-equilibrium geometry (ωB97M-V/def2-TZVPD, the Open Molecules 2025 dataset).

## Properties
Kohn-Sham gap (alpha / beta), eV: 5.54 / 4.69
ΔE to the lowest compared entry with this formula, charge and spin, kJ/mol: 96.84
Electronic energy, eV: -118371.839
Max |F|, eV/A: 1.75

```
! RIJCOSX wB97M-V def2-TZVPD def2/J DEFGRID3
* xyz 3 2
Ir -0.4959 1.1792 0.3176
O -2.6698 -3.5239 2.6964
C -2.0630 -2.7683 3.5918
O -1.9885 -3.0450 4.7483
C -1.4048 -1.4948 3.1018
C -0.7471 -0.5415 3.9546
Cl -0.6477 -0.6413 5.6051
N -0.2502 0.4717 3.2068
N -0.5782 0.2110 1.9083
C -1.2725 -0.9666 1.8585
C -1.6533 -1.3633 0.4609
O -2.2470 -2.3459 0.1487
O -1.1903 -0.4773 -0.4602
C 0.4555 1.6919 3.5171
C 0.8998 1.9925 4.7963
C 1.5611 3.1963 5.0218
C 1.7937 4.1018 4.0063
C 1.3624 3.8087 2.7164
C 0.7102 2.6178 2.4975
H -2.6358 -3.2079 1.7752
H 0.7622 1.3353 5.6347
H 1.8979 3.4108 6.0271
H 2.3115 5.0297 4.2059
H 1.5412 4.4941 1.8997
H 0.4251 2.4054 1.4396
C 2.0095 -2.5696 -0.9523
N 1.4080 -1.8092 -2.0483
C 1.1301 -0.5024 -2.0869
Se 1.5324 0.7591 -0.7545
N 0.5869 -0.2083 -3.2796
C 0.5185 -1.3523 -4.0482
C 0.0690 -1.5774 -5.3529
C 0.1606 -2.8743 -5.7956
C 0.6776 -3.9143 -4.9906
C 1.1261 -3.6966 -3.7106
C 1.0354 -2.3767 -3.2553
H 2.2258 -1.9033 -0.1215
H 2.9370 -3.0189 -1.3014
H 1.3141 -3.3463 -0.6395
H 0.3539 0.7240 -3.5878
H -0.3216 -0.7836 -5.9737
H -0.1703 -3.1173 -6.7962
H 0.7226 -4.9117 -5.4062
H 1.5273 -4.4934 -3.1009
C -2.3510 4.5980 -2.1553
C -1.6841 3.5292 -1.4507
N -1.1416 2.6884 -0.8860
H -2.4695 5.4482 -1.4808
H -3.3300 4.2484 -2.4878
H -1.7432 4.8898 -3.0136
*
```



Entry 5:
# C21H17ClN4O4

The molecule C21H17ClN4O4 in a non-equilibrium geometry (ωB97M-V/def2-TZVPD, the Open Molecules 2025 dataset).

## Properties
Kohn-Sham gap, eV: 7.71
ΔE to the lowest compared entry with this formula, charge and spin, kJ/mol: 308.00
Electronic energy, eV: -48721.164
Max |F|, eV/A: 8.46
Structure (SMILES): O=c1c2cccc(=O)n2ccn1Cc1nn([C@H]2C[C@@H](c3ccc(Cl)cc3)C2)c(=O)o1

```
! RIJCOSX wB97M-V def2-TZVPD def2/J DEFGRID3
* xyz 0 1
O -0.9133 0.4897 3.3350
C 0.3209 0.8614 3.3415
C 1.1309 0.6736 4.5708
C 0.7224 -0.2135 5.6320
C 1.5844 -0.1986 6.8464
C 2.6697 0.7491 6.9202
C 2.8895 1.7449 5.8967
O 3.8876 2.4720 5.9395
N 2.1690 1.5854 4.7435
C 2.6786 2.3049 3.6107
C 1.9605 2.4609 2.5062
N 0.6925 1.8314 2.3908
C 0.0448 1.6873 1.0488
C 0.6489 0.5093 0.3969
N 0.3744 0.3679 -0.9160
N 0.8939 -0.8210 -1.2589
C 0.9711 -1.3116 -2.6237
C -0.1786 -2.1938 -2.8887
C -0.5417 -1.3265 -4.1311
C -2.0678 -0.9737 -4.2046
C -2.7935 -0.4307 -3.1969
C -4.2166 -0.1835 -3.3835
C -4.7491 -0.5545 -4.6387
Cl -6.3897 -0.3460 -5.0326
C -3.9874 -1.1216 -5.6149
C -2.6768 -1.3110 -5.4105
C 0.5106 -0.3831 -3.6627
C 1.6187 -1.2201 -0.1401
O 2.3133 -2.2170 -0.0935
O 1.5009 -0.3965 0.8037
H -0.0702 -0.9227 5.4796
H 1.4618 -0.7849 7.8049
H 3.0502 1.0030 7.8623
H 3.7854 2.6798 3.5316
H 2.2982 2.9696 1.6673
H 0.2655 2.6057 0.4009
H -1.0103 1.5415 1.1254
H 1.9434 -1.8277 -2.8754
H -0.9727 -2.2596 -2.0665
H 0.2907 -3.1568 -3.1588
H -0.1889 -1.7221 -5.1749
H -2.2366 -0.0605 -2.2863
H -4.8688 0.2252 -2.6278
H -4.3868 -1.4804 -6.5361
H -2.0814 -1.8159 -6.1797
H 1.2748 -0.1933 -4.4860
H 0.3778 0.6641 -3.2667
*
```



Entry 6:
# C21H17F3OS

The molecule C21H17F3OS in a non-equilibrium geometry (ωB97M-V/def2-TZVPD, the Open Molecules 2025 dataset).

## Properties
Kohn-Sham gap, eV: 8.58
Electronic energy, eV: -43088.160
Max |F|, eV/A: 1.67
Structure (SMILES): COc1ccc(S[C@H](c2ccccc2)c2ccc(C(F)(F)F)cc2)cc1

```
! RIJCOSX wB97M-V def2-TZVPD def2/J DEFGRID3
* xyz 0 1
C -5.6977 0.8294 1.9789
O -4.8865 -0.3611 1.9678
C -3.5342 -0.2052 2.0060
C -2.7714 -1.3933 2.0196
C -1.3973 -1.3456 1.8938
C -0.7374 -0.1051 1.7191
S 0.9761 0.0519 1.5641
C 1.5025 -0.9720 0.1052
C 3.0323 -1.0874 0.1847
C 3.6557 -2.3242 0.4177
C 5.0205 -2.3844 0.7276
C 5.7793 -1.2140 0.7721
C 5.1834 0.0132 0.4656
C 3.8160 0.0707 0.1618
C 0.8765 -0.3668 -1.1454
C -0.4611 -0.6842 -1.4400
C -1.2106 0.1243 -2.2833
C -0.5906 1.2139 -2.8923
C -1.4052 2.2076 -3.6648
F -1.0940 3.4954 -3.3164
F -2.7485 2.0589 -3.4653
F -1.1783 2.0952 -5.0144
C 0.7791 1.4070 -2.7835
C 1.5230 0.5799 -1.9453
C -1.5010 1.0836 1.8008
C -2.8746 1.0435 1.9746
H -6.7206 0.4563 1.9363
H -5.5373 1.3986 2.9086
H -5.4839 1.4635 1.1047
H -3.3159 -2.3281 2.1142
H -0.8047 -2.2568 1.9410
H 1.0540 -1.9479 0.3172
H 3.0570 -3.2362 0.3487
H 5.4770 -3.3552 0.9340
H 6.8235 -1.2590 1.0735
H 5.7754 0.9283 0.4725
H 3.3679 1.0282 -0.1079
H -0.9136 -1.5722 -0.9801
H -2.2707 -0.0648 -2.4266
H 1.2578 2.2190 -3.3218
H 2.6061 0.6848 -1.9099
H -0.9838 2.0403 1.7337
H -3.4443 1.9701 2.0532
*
```